This record from OMol25 describes a cluster of 5 separate species, C11H32BNO11S in total. The level of theory is wB97M-V/def2-TZVPD.

Geometry as XYZ:
```
57
Properties=species:S:1:pos:R:3:nbo_charge:R:1
C 2.487 -1.526 0.713 -0.40
N 2.734 -0.587 -0.385 -0.74
C 3.703 -1.114 -1.349 -0.41
B 1.506 -0.104 -1.003 1.15
O 0.943 -0.706 -2.118 -0.96
C 0.797 1.223 -0.413 0.20
O 1.102 1.368 0.947 -0.71
C -0.712 1.253 -0.618 -0.45
C -1.448 0.037 -0.005 -0.42
C -2.328 -0.726 -1.023 -0.68
S -2.012 -2.489 -1.096 2.36
O -3.268 -3.151 -1.343 -0.94
O -0.944 -2.787 -2.006 -0.94
O -1.527 -2.858 0.387 -0.88
O 1.427 2.383 -1.049 -0.52
C 1.489 2.349 -2.402 0.64
O 2.504 2.542 -3.005 -0.54
H 1.561 -1.270 1.234 0.19
H 3.280 -1.446 1.462 0.20
H 2.430 -2.557 0.345 0.17
H 4.578 -1.468 -0.802 0.21
H 4.057 -0.303 -1.983 0.21
H 3.325 -1.948 -1.953 0.17
H 0.697 -1.634 -1.973 0.53
H 0.285 1.307 1.464 0.49
H -0.972 1.384 -1.666 0.22
H -1.080 2.154 -0.115 0.22
H -2.133 0.431 0.741 0.21
H -0.786 -0.646 0.527 0.23
H -3.378 -0.639 -0.766 0.26
H -2.214 -0.360 -2.040 0.27
H -2.272 -2.621 0.970 0.51
H 0.550 2.191 -2.954 0.11
C -6.226 0.503 -2.893 -0.25
O -5.332 0.211 -1.821 -0.74
H -5.936 1.467 -3.303 0.18
H -6.156 -0.251 -3.680 0.17
H -7.258 0.565 -2.541 0.17
H -5.589 -0.644 -1.460 0.47
C -1.060 2.730 3.641 -0.25
O -1.280 1.589 2.806 -0.75
H 0.001 2.764 3.869 0.20
H -1.343 3.651 3.128 0.17
H -1.624 2.644 4.572 0.17
H -2.220 1.557 2.601 0.47
C 7.227 1.173 -1.057 -0.25
O 6.870 -0.195 -0.887 -0.72
H 6.442 1.770 -0.601 0.19
H 8.177 1.399 -0.565 0.16
H 7.297 1.435 -2.116 0.16
H 7.556 -0.734 -1.290 0.46
C -2.440 -1.350 4.431 -0.25
O -2.554 -2.091 3.213 -0.74
H -3.433 -1.004 4.703 0.18
H -2.053 -1.985 5.230 0.17
H -1.781 -0.490 4.296 0.18
H -1.666 -2.399 2.999 0.47
```

Computed properties:
Total charge = 0
SMILES string = CN(C)B(O)[C@](O)(CCCS(=O)(=O)O)OC=O.CO.CO.CO.CO
Gap between HOMO and LUMO = 8.5 eV



This record from OMol25 describes a structure of composition C11H32CaN2O5P2. The level of theory is wB97M-V/def2-TZVPD.

Geometry as XYZ:
```
53
Properties=species:S:1:pos:R:3:nbo_charge:R:1
O -0.580 -3.873 1.989 -1.09
H -1.450 -4.315 2.091 0.47
Ca 0.327 -0.635 -0.283 1.64
N 1.902 -0.900 -1.930 -0.19
N -0.190 0.679 -2.329 -0.15
O 3.118 -1.609 -1.723 -0.57
O -1.200 1.632 -2.655 -0.58
C 1.858 -0.262 -3.093 0.21
C 0.679 0.584 -3.328 0.19
C 2.994 -0.302 -4.054 -0.69
C 0.508 1.340 -4.597 -0.69
H 3.675 -1.112 -3.758 0.27
H 3.556 0.647 -4.017 0.24
H 2.613 -0.485 -5.070 0.24
H -0.238 2.117 -4.417 0.27
H 0.106 0.664 -5.368 0.25
H 1.465 1.790 -4.916 0.23
H 2.952 -2.088 -0.874 0.51
H -1.861 1.567 -1.945 0.50
O 1.475 1.759 -0.119 -0.96
H 2.364 2.110 0.076 0.49
H 1.127 2.360 -0.813 0.49
C -1.476 -2.002 -1.072 -1.39
H -1.532 -2.922 -0.487 0.20
H -1.062 -2.210 -2.081 0.16
H -2.475 -1.578 -1.256 0.18
O 1.305 -2.865 0.255 -1.04
H 0.810 -3.260 1.034 0.55
H 1.510 -3.689 -0.203 0.49
C -3.210 0.861 1.457 -0.94
P -1.568 1.538 0.987 0.77
C -2.096 3.146 0.370 -0.95
C -0.800 2.154 2.566 -0.69
C 0.201 1.240 3.291 -0.73
P 0.539 -0.390 2.527 0.71
C 1.690 -1.289 3.606 -0.94
C -0.899 -1.390 2.569 -1.29
H -3.807 0.808 0.536 0.23
H -3.149 -0.134 1.905 0.27
H -3.675 1.572 2.148 0.21
H -2.676 3.623 1.162 0.22
H -1.222 3.761 0.140 0.23
H -2.724 3.045 -0.517 0.22
H -0.322 3.112 2.292 0.22
H -1.649 2.348 3.218 0.22
H 1.161 1.779 3.294 0.21
H -0.112 1.056 4.326 0.22
H 1.280 -1.347 4.621 0.21
H 1.823 -2.312 3.216 0.25
H 2.661 -0.772 3.626 0.21
H -0.731 -2.891 2.383 0.47
H -1.431 -1.306 3.511 0.21
H -1.563 -1.356 1.710 0.23
```

Computed properties:
Energy relative to the best compared isomer or geometry (same formula, charge and spin) = 5.1 kcal/mol
Total charge = 0
Gap between HOMO and LUMO = 5.2 eV



This record from OMol25 describes a cluster of 10 separate species, C11H32N13O20S in total. The level of theory is wB97M-V/def2-TZVPD.

Geometry as XYZ:
```
77
Properties=species:S:1:pos:R:3:mulliken_charge:R:1
O 6.111 0.336 -3.985 -0.62
S 5.981 1.705 -4.391 1.26
O 7.119 2.477 -4.749 -0.52
C 4.779 1.671 -5.773 -0.68
N 3.445 1.657 -5.185 0.12
C 2.674 2.639 -4.736 -0.03
N 1.560 2.117 -4.234 -0.12
N 1.638 0.826 -4.353 -0.15
N 2.763 0.541 -4.926 0.16
H 5.283 2.338 -3.414 0.11
H 4.961 0.733 -6.299 0.31
H 4.894 2.538 -6.424 0.48
H 2.935 3.688 -4.771 0.45
H 3.112 -0.395 -5.118 0.28
C -1.664 1.758 -2.397 -0.73
N -3.075 2.115 -2.720 0.90
O -3.506 3.176 -2.312 -0.52
O -3.716 1.308 -3.362 -0.54
H -1.225 2.560 -1.820 0.34
H -1.695 0.832 -1.835 0.34
H -1.148 1.615 -3.340 0.22
C -6.409 2.780 -0.978 -0.61
N -6.990 2.482 0.359 0.86
O -7.181 3.404 1.121 -0.53
O -7.224 1.313 0.605 -0.51
H -6.241 3.847 -1.050 0.28
H -5.477 2.231 -1.052 0.22
H -7.114 2.435 -1.728 0.29
C 2.176 1.026 0.511 -0.43
N 1.140 1.520 -0.431 0.96
O 0.785 0.788 -1.344 -0.55
O 0.694 2.628 -0.237 -0.54
H 2.463 0.026 0.211 0.34
H 3.009 1.723 0.463 0.06
H 1.735 1.021 1.509 0.19
C -8.093 -1.131 2.854 -0.70
N -7.250 -2.083 3.629 0.83
O -7.766 -2.685 4.550 -0.50
O -6.092 -2.196 3.287 -0.52
H -9.092 -1.139 3.272 0.32
H -7.636 -0.149 2.934 0.30
H -8.091 -1.464 1.821 0.27
C -0.398 -1.613 3.793 -0.67
N 0.671 -0.976 2.976 0.93
O 1.005 0.162 3.260 -0.60
O 1.147 -1.623 2.069 -0.51
H -0.708 -0.899 4.548 0.34
H -1.211 -1.868 3.123 0.29
H 0.026 -2.508 4.235 0.20
C 10.101 0.811 -4.652 -0.55
N 10.245 0.184 -5.994 0.88
O 11.136 -0.615 -6.159 -0.51
O 9.434 0.524 -6.837 -0.54
H 10.872 0.420 -3.999 0.33
H 10.198 1.884 -4.780 0.27
H 9.109 0.554 -4.293 0.11
C 7.081 3.587 -0.150 -0.75
N 5.661 3.604 -0.598 0.87
O 5.435 3.543 -1.803 -0.61
O 4.808 3.679 0.247 -0.49
H 7.716 3.520 -1.026 0.30
H 7.254 4.508 0.399 0.30
H 7.201 2.726 0.501 0.33
C -8.528 -4.359 7.306 -0.70
N -9.046 -4.670 8.667 0.86
O -9.226 -3.745 9.431 -0.51
O -9.251 -5.839 8.920 -0.52
H -8.393 -3.288 7.223 0.32
H -7.587 -4.887 7.188 0.28
H -9.260 -4.720 6.590 0.28
C -1.418 -6.361 3.917 -0.73
N -0.826 -5.121 3.342 0.85
O -1.582 -4.296 2.868 -0.50
O 0.382 -5.011 3.390 -0.50
H -2.493 -6.309 3.801 0.32
H -0.997 -7.201 3.372 0.29
H -1.129 -6.401 4.962 0.29
```

Computed properties:
Total charge = +1
Gap between HOMO and LUMO = 6.6 eV



This record from OMol25 describes a cluster of 5 separate species, C11H32O5 in total. The level of theory is wB97M-V/def2-TZVPD.

Geometry as XYZ:
```
48
Properties=species:S:1:pos:R:3:nbo_charge:R:1
C 3.827 0.157 -2.212 -0.64
C 3.007 -0.387 -1.064 0.09
C 3.557 -1.701 -0.638 -0.62
O 3.016 0.500 0.084 -0.77
H 4.846 0.325 -1.844 0.21
H 3.461 1.155 -2.487 0.21
H 3.983 -0.458 -3.093 0.21
H 1.960 -0.514 -1.398 0.15
H 3.500 -2.441 -1.433 0.21
H 3.002 -2.072 0.239 0.21
H 4.607 -1.583 -0.350 0.21
H 2.189 1.038 0.069 0.51
C -5.415 -0.563 0.391 -0.62
C -4.353 0.321 -0.206 0.09
C -3.738 -0.132 -1.479 -0.64
O -5.040 1.619 -0.406 -0.74
H -6.151 -0.828 -0.370 0.21
H -5.827 0.054 1.189 0.23
H -5.024 -1.488 0.803 0.21
H -3.588 0.609 0.521 0.16
H -3.046 0.623 -1.857 0.20
H -4.454 -0.256 -2.282 0.22
H -3.183 -1.075 -1.482 0.22
H -4.467 2.175 -0.950 0.46
C 0.175 -1.437 2.412 -0.63
C 0.957 -0.885 3.563 0.10
C 2.356 -1.391 3.668 -0.64
O 0.971 0.583 3.281 -0.76
H -0.115 -2.484 2.494 0.22
H 0.711 -1.280 1.476 0.22
H -0.759 -0.862 2.379 0.22
H 0.415 -1.014 4.508 0.17
H 2.882 -0.821 4.445 0.21
H 2.884 -1.279 2.717 0.23
H 2.417 -2.438 3.965 0.22
H 1.783 0.946 3.670 0.48
C -0.019 1.467 -3.360 -0.24
O 0.536 1.585 -4.681 -0.75
H -1.061 1.165 -3.445 0.18
H 0.536 0.754 -2.756 0.17
H 0.064 2.436 -2.864 0.17
H 1.433 1.289 -4.853 0.48
C -0.761 1.458 0.385 -0.25
O 0.597 1.590 0.757 -0.78
H -1.022 0.389 0.243 0.16
H -1.410 1.935 1.124 0.17
H -0.916 1.959 -0.570 0.18
H 0.677 1.258 1.692 0.51
```

Computed properties:
Energy relative to the best compared isomer or geometry (same formula, charge and spin) = 3.9 kcal/mol
Total charge = 0
SMILES string = CC(C)O.CC(C)O.CC(C)O.CO.CO
Gap between HOMO and LUMO = 10.5 eV



This record from OMol25 describes a structure of composition C11H34CuN8O5. The level of theory is wB97M-V/def2-TZVPD.

Geometry as XYZ:
```
59
Properties=species:S:1:pos:R:3:nbo_charge:R:1
Cu -0.076 0.244 -0.223 1.59
C -1.405 -2.810 0.694 0.80
O -1.073 -1.781 0.113 -0.73
N -0.583 -3.468 1.583 -0.85
N -2.644 -3.354 0.520 -0.82
H -0.781 -4.442 1.747 0.41
H 0.363 -3.139 1.626 0.40
H -2.971 -4.097 1.114 0.41
H -3.329 -2.824 0.014 0.42
C 2.205 -2.369 -1.135 0.80
O 1.476 -1.396 -0.910 -0.76
N 2.723 -3.139 -0.133 -0.83
N 2.520 -2.735 -2.403 -0.81
H 3.319 -3.917 -0.351 0.41
H 2.621 -2.842 0.817 0.40
H 2.215 -2.135 -3.144 0.41
H 3.063 -3.547 -2.639 0.41
C -0.576 0.159 3.135 0.81
O -0.734 0.189 1.907 -0.77
N -0.491 1.299 3.872 -0.81
N -0.467 -1.021 3.796 -0.82
H -0.652 2.143 3.359 0.40
H -0.537 1.276 4.875 0.41
H -0.719 -1.850 3.281 0.42
H -0.512 -1.059 4.800 0.41
C 1.028 4.597 0.095 -0.64
C 0.989 3.094 -0.142 -0.07
C 1.998 2.365 0.718 -0.07
O 1.864 0.956 0.549 -0.60
C 2.960 0.299 1.160 -0.25
N -0.345 2.504 0.141 -0.88
H 2.044 5.001 0.133 0.24
H 0.561 4.837 1.052 0.21
H 0.552 5.156 -0.711 0.24
H 1.244 2.865 -1.181 0.19
H 1.835 2.632 1.774 0.18
H 3.013 2.686 0.473 0.21
H 2.881 -0.755 0.926 0.19
H 2.992 0.448 2.242 0.19
H 3.906 0.664 0.748 0.19
H -1.017 2.916 -0.510 0.38
H -0.673 2.908 1.018 0.38
C -1.015 -1.392 -3.135 -0.64
C -1.106 0.109 -2.966 -0.08
C -2.321 0.613 -2.224 -0.07
O -2.157 0.414 -0.831 -0.60
C -3.218 0.963 -0.058 -0.25
N 0.125 0.621 -2.289 -0.87
H -0.895 -1.878 -2.164 0.25
H -0.195 -1.684 -3.790 0.21
H -1.925 -1.804 -3.573 0.24
H -1.165 0.574 -3.957 0.22
H -3.209 0.128 -2.636 0.21
H -2.429 1.693 -2.410 0.18
H -2.985 1.980 0.268 0.17
H -3.360 0.329 0.813 0.21
H -4.139 0.999 -0.639 0.20
H 0.240 1.598 -2.557 0.39
H 0.965 0.180 -2.650 0.41
```

Computed properties:
Energy relative to the best compared isomer or geometry (same formula, charge and spin) = 0.0 kcal/mol
Total charge = +2
Gap between HOMO and LUMO (spin up / spin down) = 11.0 / 8.5 eV
Multiplicity = 2



This record from OMol25 describes a structure of composition C11H34Hg2O11. The level of theory is wB97M-V/def2-TZVPD.

Geometry as XYZ:
```
58
Properties=species:S:1:pos:R:3:nbo_charge:R:1
Hg -0.803 3.514 0.729 0.88
Hg 2.061 1.984 -1.573 1.59
C -1.205 4.698 -3.698 -0.72
C -0.357 3.863 -2.799 0.81
O -0.699 3.725 -1.544 -0.88
O 0.681 3.299 -3.115 -0.72
H -1.192 4.457 -4.761 0.25
H -0.978 5.713 -3.373 0.26
H -2.238 4.602 -3.363 0.25
C 0.422 -0.730 0.972 -0.74
C -0.160 0.701 0.893 0.81
O 0.202 1.443 -0.027 -0.88
O -0.802 1.225 1.811 -0.76
H 0.912 -0.964 0.027 0.21
H -0.383 -1.407 1.257 0.25
H 1.159 -0.869 1.763 0.26
C -4.114 -0.478 1.949 -0.25
O -3.593 0.736 1.371 -0.77
H -5.204 -0.459 1.977 0.19
H -3.777 -1.239 1.245 0.15
H -3.653 -0.722 2.906 0.18
H -2.672 0.855 1.613 0.48
C 1.177 1.741 4.584 -0.27
O -0.236 1.600 4.667 -0.72
H 1.495 2.010 5.591 0.19
H 1.566 0.733 4.441 0.16
H 1.485 2.502 3.867 0.15
H -0.390 1.522 3.723 0.48
C -2.856 0.472 -1.972 -0.25
O -1.938 -0.400 -2.578 -0.77
H -3.015 1.242 -2.726 0.17
H -3.801 0.011 -1.684 0.19
H -2.410 0.993 -1.124 0.19
H -2.342 -0.764 -3.369 0.49
C -0.915 -3.591 -0.772 -0.25
O -1.329 -4.943 -0.833 -0.72
H -0.427 -3.347 0.172 0.17
H -0.329 -3.210 -1.608 0.15
H -1.867 -3.062 -0.728 0.17
H -1.649 -5.180 -1.707 0.47
C 1.271 -1.188 -2.694 -0.25
O 0.867 0.091 -2.393 -0.80
H 0.450 -1.728 -3.165 0.20
H 2.151 -1.158 -3.336 0.18
H 1.570 -1.660 -1.759 0.16
H -0.059 -0.056 -2.184 0.54
C 3.615 0.854 0.967 -0.30
O 3.468 0.638 -0.399 -0.78
H 3.580 -0.077 1.532 0.22
H 4.597 1.317 1.065 0.19
H 2.949 1.542 1.487 0.21
H 4.292 0.164 -0.535 0.53
C 2.264 -3.671 1.571 -0.25
O 3.210 -2.665 1.799 -0.74
H 2.547 -4.690 1.837 0.19
H 1.358 -3.518 2.157 0.19
H 2.009 -3.637 0.512 0.16
H 4.032 -2.833 1.333 0.47
```

Computed properties:
Total charge = +1
Gap between HOMO and LUMO (spin up / spin down) = 4.9 / 5.8 eV
Multiplicity = 2